C21H21BClF4LiN4O5 as an isolated structure, computed with ωB97M-V with the def2-TZVPD basis set.

Last column: Löwdin charge in e.
Atoms and positions in Å:
1 Li -2.708 -1.716 1.616  0.680
2 O 4.201 -3.781 2.733  0.025
3 C 3.158 -2.859 2.780  -0.489
4 O 3.096 -2.049 3.675  0.085
5 C 2.309 -2.836 1.590  -0.103
6 C 2.821 -2.915 0.256  -0.580
7 Cl 4.439 -2.511 -0.271  0.668
8 N 1.800 -3.107 -0.602  -0.067
9 N 0.645 -3.085 0.121  0.142
10 C 0.882 -2.863 1.352  -0.183
11 C -0.116 -2.882 2.487  -0.607
12 O 0.267 -3.899 3.158  -0.029
13 O -1.080 -2.102 2.552  -0.099
14 C 1.667 -3.344 -2.024  -0.258
15 C 0.439 -3.230 -2.534  -0.127
16 C 0.253 -3.589 -3.891  -0.206
17 C 1.326 -4.109 -4.716  -0.232
18 C 2.594 -4.115 -4.271  -0.219
19 C 2.893 -3.791 -2.816  -0.206
20 H 3.978 -4.473 2.041  0.125
21 H -0.412 -3.038 -1.870  0.097
22 H -0.774 -3.255 -4.238  0.057
23 H 1.010 -4.459 -5.768  0.092
24 H 3.293 -4.389 -5.108  0.070
25 H 3.458 -2.864 -2.813  0.048
26 C 2.669 3.897 0.317  -0.068
27 C 1.497 4.898 0.607  -0.190
28 N 0.177 4.205 0.412  -0.077
29 C -0.625 4.429 -0.787  -0.223
30 C -1.530 5.672 -0.891  -0.083
31 C -0.193 3.388 1.513  -0.372
32 O 0.620 3.117 2.380  0.062
33 C -1.602 2.763 1.578  -0.122
34 C -2.801 3.483 1.630  -0.046
35 C -4.004 2.800 1.723  -0.052
36 C -3.972 1.358 1.599  -0.110
37 N -2.830 0.708 1.763  0.056
38 C -1.633 1.394 1.815  -0.018
39 H 3.619 4.393 0.366  0.051
40 H 2.544 3.514 -0.687  0.063
41 H 2.613 3.080 1.088  0.090
42 H 1.601 5.820 0.052  0.098
43 H 1.482 5.157 1.711  0.122
44 H -1.072 3.514 -1.141  0.113
45 H 0.226 4.492 -1.557  0.134
46 H -1.805 6.037 0.106  0.060
47 H -2.362 5.386 -1.523  0.066
48 H -1.003 6.507 -1.385  0.066
49 H -2.756 4.591 1.474  0.111
50 H -4.936 3.378 1.782  0.096
51 H -4.864 0.722 1.404  0.117
52 H -0.709 0.851 1.998  0.133
53 F -5.261 -1.708 0.408  0.105
54 B -4.269 -2.674 0.248  -1.195
55 F -3.914 -3.023 1.637  -0.020
56 F -4.643 -3.816 -0.416  0.151
57 F -3.072 -2.128 -0.332  0.051
58 H 3.367 -4.943 -2.329  0.144

Total charge ... -2
DFT total energy ... -62595.56481 eV
LUMO ... 3.5511 eV



C22H61LiN6O10 as an isolated structure, computed with ωB97M-V with the def2-TZVPD basis set.

Last column: Löwdin charge in e.
Atoms and positions in Å:
1 Li -3.095 -20.316 -26.741  0.593
2 N -5.030 -18.501 -25.447  -0.541
3 O -3.984 -19.199 -25.299  -0.093
4 O -5.399 -18.133 -26.574  -0.009
5 O -5.691 -18.187 -24.442  -0.053
6 C -1.469 -23.051 -26.983  -0.044
7 C -2.083 -22.748 -25.623  -0.396
8 C -1.260 -21.714 -24.892  -0.197
9 O -1.216 -20.514 -25.639  -0.258
10 C -0.645 -19.410 -24.978  -0.085
11 N -3.448 -22.227 -25.861  0.012
12 H -2.170 -23.492 -27.689  0.076
13 H -0.573 -23.672 -26.908  0.087
14 H -1.103 -22.121 -27.427  0.064
15 H -2.139 -23.646 -24.995  0.140
16 H -0.253 -22.063 -24.622  0.135
17 H -1.726 -21.469 -23.922  0.132
18 H 0.357 -19.621 -24.593  0.094
19 H -1.309 -19.109 -24.155  0.098
20 H -0.615 -18.580 -25.676  0.076
21 H -3.935 -22.896 -26.447  0.061
22 H -3.987 -22.139 -24.975  0.043
23 C -1.351 -19.680 -29.561  -0.037
24 C -2.645 -18.942 -29.153  -0.396
25 C -3.842 -19.823 -29.414  -0.202
26 O -3.778 -20.987 -28.593  -0.251
27 C -4.693 -21.943 -29.063  -0.095
28 N -2.530 -18.520 -27.724  0.023
29 H -0.446 -19.166 -29.245  0.080
30 H -1.325 -19.691 -30.657  0.084
31 H -1.391 -20.705 -29.203  0.062
32 H -2.710 -18.057 -29.805  0.143
33 H -3.898 -20.030 -30.493  0.136
34 H -4.784 -19.284 -29.216  0.134
35 H -4.747 -22.834 -28.440  0.078
36 H -4.348 -22.333 -30.032  0.101
37 H -5.684 -21.502 -29.188  0.101
38 H -1.732 -17.888 -27.744  0.086
39 H -3.332 -17.938 -27.462  0.062
40 C -5.904 -23.810 -22.911  -0.057
41 C -6.071 -22.421 -23.514  -0.408
42 C -7.312 -21.766 -22.963  -0.258
43 O -7.263 -21.719 -21.579  -0.189
44 C -8.467 -21.207 -21.021  -0.083
45 N -4.839 -21.599 -23.255  0.050
46 H -4.900 -24.191 -23.128  0.073
47 H -6.617 -24.502 -23.357  0.080
48 H -5.964 -23.778 -21.823  0.080
49 H -6.172 -22.516 -24.604  0.132
50 H -8.176 -22.414 -23.239  0.132
51 H -7.595 -20.846 -23.494  0.121
52 H -8.821 -20.332 -21.570  0.086
53 H -8.263 -20.903 -19.996  0.088
54 H -9.223 -22.004 -20.992  0.092
55 H -4.695 -21.635 -22.241  0.089
56 H -5.058 -20.616 -23.444  0.061
57 C -2.774 -15.855 -24.680  -0.048
58 C -4.076 -15.109 -24.420  -0.430
59 C -3.825 -13.738 -23.817  -0.224
60 O -3.076 -13.895 -22.647  -0.179
61 C -2.791 -12.723 -21.982  -0.135
62 N -4.858 -14.959 -25.674  0.055
63 H -3.011 -16.817 -25.144  0.053
64 H -2.286 -16.156 -23.753  0.072
65 H -2.090 -15.188 -25.207  0.086
66 H -4.651 -15.671 -23.670  0.120
67 H -4.793 -13.242 -23.619  0.129
68 H -3.319 -13.099 -24.565  0.131
69 H -2.135 -12.079 -22.585  0.089
70 H -2.255 -12.978 -21.071  0.087
71 H -3.672 -12.129 -21.708  0.089
72 H -5.729 -14.489 -25.413  0.063
73 H -5.166 -15.903 -25.925  0.034
74 C -9.450 -18.456 -25.385  -0.062
75 C -9.418 -16.943 -25.361  -0.395
76 C -10.595 -16.297 -24.662  -0.201
77 O -11.803 -16.559 -25.412  -0.202
78 C -12.805 -15.622 -25.117  -0.139
79 N -8.165 -16.504 -24.600  0.053
80 H -8.538 -18.825 -25.860  0.070
81 H -10.277 -18.850 -25.989  0.079
82 H -9.582 -18.911 -24.403  0.075
83 H -9.331 -16.471 -26.348  0.138
84 H -10.474 -15.207 -24.625  0.116
85 H -10.713 -16.678 -23.637  0.130
86 H -12.517 -14.625 -25.458  0.085
87 H -13.118 -15.680 -24.066  0.088
88 H -13.710 -15.919 -25.659  0.084
89 H -7.462 -17.253 -24.603  0.015
90 H -7.718 -15.797 -25.178  0.048
91 C -5.727 -17.868 -20.777  -0.260
92 C -4.411 -17.166 -20.975  -0.220
93 O -3.796 -17.606 -22.207  -0.096
94 O -6.690 -17.520 -21.761  -0.070
95 H -6.132 -17.628 -19.779  0.120
96 H -5.607 -18.958 -20.670  0.116
97 H -3.699 -17.343 -20.164  0.118
98 H -4.546 -16.074 -21.042  0.117
99 H -4.521 -17.621 -22.858  0.024
100 H -6.531 -18.033 -22.575  0.044

DFT total energy ... -53420.89086 eV
LUMO ... 0.1628 eV



C4H8GaO3 as an isolated structure, computed with ωB97M-V with the def2-TZVPD basis set.

Last column: Löwdin charge in e.
Atoms and positions in Å:
1 C -2.300 -0.505 -1.079  -0.135
2 C -1.503 0.823 -0.451  -0.161
3 O -1.398 0.512 0.796  -0.025
4 O -1.789 -1.582 -0.526  -0.014
5 H -2.206 -0.376 -2.171  0.173
6 H -3.302 -0.259 -0.677  0.180
7 H -2.120 1.698 -0.711  0.169
8 Ga -0.719 -1.186 0.831  0.940
9 O 0.987 -1.220 0.336  0.057
10 C 1.817 -0.321 0.020  -0.054
11 C 2.457 0.423 1.137  0.040
12 H 2.468 -0.570 -0.842  0.194
13 H 1.687 0.919 1.740  0.119
14 H 3.222 1.087 0.710  0.125
15 H 2.934 -0.278 1.841  0.151
16 H -0.234 0.836 -0.953  0.242

Total charge ... +2
Spin multiplicity ... 2
DFT total energy ... -62772.21498 eV
LUMO (alpha / beta) ... -11.8707 / -12.7028 eV



A 2-piece molecular cluster, C3H5NS2 overall, computed with ωB97M-V with the def2-TZVPD basis set.

Last column: Löwdin charge in e.
Atoms and positions in Å:
1 C 2.473 1.308 -0.898  -1.493
2 C -1.255 -0.244 -0.109  -0.271
3 C -0.909 -1.121 1.111  -0.099
4 N -0.371 0.678 -0.461  0.024
5 S 2.753 -0.186 -0.996  0.735
6 S 2.323 2.828 -0.734  0.721
7 H -2.283 -0.397 -0.518  0.103
8 H -0.227 -0.697 1.844  0.063
9 H -0.346 -1.900 0.434  0.108
10 H -1.750 -1.539 1.658  0.053
11 H -0.409 1.269 -1.332  0.056

DFT total energy ... -26351.08597 eV
LUMO ... 0.2555 eV



C4Br2Cl2N2O2S as an isolated structure, computed with ωB97M-V with the def2-TZVPD basis set.

Last column: Löwdin charge in e.
Atoms and positions in Å:
1 C 1.138 0.888 -1.345  -0.355
2 C -1.606 -0.513 -0.661  -0.309
3 C 1.587 0.139 -0.169  -1.312
4 C -1.087 -0.878 0.543  -0.746
5 N 0.906 1.521 -2.281  0.218
6 N -2.144 -0.363 -1.678  0.247
7 O 0.932 -0.411 2.370  -0.321
8 O -0.135 1.470 1.349  -0.260
9 S 0.276 0.132 1.202  0.500
10 Cl 3.002 0.812 0.609  0.730
11 Cl -1.534 -2.232 1.474  0.706
12 Br 1.742 -1.678 -0.629  0.863
13 Br -3.460 -2.793 4.000  0.040

DFT total energy ... -187182.47712 eV
LUMO (alpha / beta) ... -3.9640 / -3.3315 eV